A molecular structure, C8H12FO4Tl, computed with ωB97M-V/def2-TZVPD.

Computed properties:
Kohn-Sham gap	0.08180	Eh
total energy	-884.40879	hartree
energy relative to the best compared isomer or geometry (same formula, charge and spin)	2.0161	eV
spin multiplicity	1
HOMO level	-16.52	eV
total charge	+2

Each line ends with the Mulliken charge.
Cartesian coordinates (Å):
1 H -11.7848 3.9456 -11.9713  0.35
2 Tl -10.0660 8.5408 -16.9149  0.91
3 H -9.3814 13.3279 -14.5912  0.39
4 H -9.7563 7.4761 -11.8713  0.34
5 H -7.1868 11.9116 -15.0579  0.32
6 F -10.0006 9.5176 -14.2755  -0.43
7 O -8.4782 15.4060 -12.5580  -0.30
8 C -7.6497 12.2049 -14.1157  -0.26
9 C -11.4654 6.1123 -11.4618  -0.61
10 C -11.0313 4.7148 -11.8023  -0.43
11 O -6.7410 13.8027 -12.5242  -0.20
12 H -10.3487 4.4220 -11.0046  0.27
13 C -10.6888 7.0905 -12.2836  -0.15
14 C -10.4351 6.1751 -13.5016  0.46
15 C -8.3596 13.5605 -14.2915  -0.41
16 C -7.9659 14.3775 -13.0301  0.47
17 H -7.7929 14.1064 -15.0457  0.31
18 H -5.5497 12.5580 -13.6855  0.34
19 H -11.2591 7.9433 -12.6519  0.28
20 O -10.0518 6.5100 -14.5589  -0.23
21 O -10.4800 4.8895 -13.1556  -0.28
22 H -11.4926 6.3255 -10.3932  0.41
23 H -12.5134 5.9408 -11.7076  0.27
24 H -6.5260 11.8267 -12.4177  0.32
25 H -8.3082 11.3929 -13.8073  0.19
26 C -6.5158 12.6030 -13.1828  -0.34

***

2 unconnected molecules or ions with the total composition C4H12NO3, computed with ωB97M-V/def2-TZVPD.

Computed properties:
Kohn-Sham gap (spin up / spin down)	0.12488 / 0.28990	Eh
expectation value of S²	0.752
total energy	-439.88403	hartree
energy relative to the best compared isomer or geometry (same formula, charge and spin)	2.9157	eV
spin multiplicity	2
HOMO level (spin up / spin down)	-3.04 / -7.70	eV
total charge	0

Each line ends with the Mulliken charge.
Cartesian coordinates (Å):
1 O -3.2175 1.0555 0.0329  -0.70
2 H 2.5200 0.6109 -0.5246  0.23
3 H 2.4441 -0.0838 -2.2534  0.36
4 O 2.5246 -1.3653 -0.5870  -0.49
5 H 3.0250 -1.9312 -1.0934  0.29
6 H -2.0117 0.1629 0.7427  0.43
7 H 0.9780 -1.3064 0.8850  0.16
8 C 0.5083 0.9163 1.4049  -0.49
9 H -1.2260 -0.9199 1.8594  0.47
10 C 0.2844 -0.3314 0.5361  -0.23
11 H -2.9472 1.9294 0.0489  0.32
12 H 0.0191 0.9747 -1.0902  0.32
13 C 2.0792 -0.1635 -1.1609  -0.47
14 H 1.5199 1.3333 1.4993  0.34
15 H -1.5660 -1.5322 0.2200  0.37
16 H 0.0145 -0.8533 -1.5905  0.31
17 H -3.7326 0.7333 -0.6831  0.32
18 N -1.2561 -0.6688 0.8508  -0.47
19 C 0.4572 -0.0183 -0.9415  -0.61
20 O -0.4171 1.4579 1.8447  -0.45

***

A molecular structure, CS3, computed with ωB97M-V/def2-TZVPD.

Computed properties:
Kohn-Sham gap (spin up / spin down)	0.31708 / 0.18688	Eh
expectation value of S²	2.074
total energy	-1232.56216	hartree
spin multiplicity	3
HOMO level (spin up / spin down)	-9.25 / -8.91	eV
total charge	0

Each line ends with the Mulliken charge.
Cartesian coordinates (Å):
1 S -0.9157 -1.1626 0.7418  0.04
2 S 1.7186 -0.1539 -0.2829  -0.16
3 C 0.0934 -0.0074 -0.0271  0.10
4 S -0.8963 1.3239 -0.4318  0.03

***

5 unconnected molecules or ions with the total composition CH10O5, computed with ωB97M-V/def2-TZVPD.

Computed properties:
SMILES string	C=O.O.O.O.O
Kohn-Sham gap	0.39667	Eh
total energy	-420.24119	hartree
energy relative to the best compared isomer or geometry (same formula, charge and spin)	1.1323	eV
spin multiplicity	1
HOMO level	-10.50	eV
total charge	0

Each line ends with the Mulliken charge.
Cartesian coordinates (Å):
1 H 0.7541 6.1234 -2.5217  0.32
2 H 0.1399 -2.6831 3.9398  0.31
3 H 1.8338 5.8879 -3.6675  0.32
4 H 2.3436 -1.6878 -0.4916  0.31
5 H -1.1263 -3.9564 -1.4204  0.25
6 H 1.3146 -0.4806 -0.8926  0.32
7 O -1.6188 -2.0064 -1.4323  -0.39
8 H 0.1475 -2.6626 -2.0178  0.15
9 O 1.6900 -1.0521 -0.2216  -0.63
10 H -2.0235 0.3275 1.9794  0.33
11 O -0.5721 -2.0429 4.0279  -0.64
12 H -0.9442 1.4177 1.9719  0.32
13 C -0.8590 -2.9160 -1.6622  0.00
14 H -0.5748 -1.4223 3.2850  0.33
15 O 0.9959 6.2806 -3.4484  -0.64
16 O -1.5008 0.8731 2.5720  -0.65

***

2 unconnected molecules or ions with the total composition C3H10NS2, computed with ωB97M-V/def2-TZVPD.

Computed properties:
Kohn-Sham gap	0.31945	Eh
total energy	-971.13615	hartree
energy relative to the best compared isomer or geometry (same formula, charge and spin)	1.5888	eV
spin multiplicity	1
HOMO level	-13.02	eV
total charge	+1

Each line ends with the Mulliken charge.
Cartesian coordinates (Å):
1 H 0.6830 -1.1063 -2.0542  0.39
2 H 2.1308 0.0110 0.1086  0.24
3 H -0.2388 0.2819 -2.0952  0.32
4 H -1.0748 3.9867 0.3041  0.21
5 H 1.4080 0.3103 -1.6273  0.43
6 H 1.7766 3.1473 -0.1017  0.21
7 C -0.9455 -0.6889 0.5363  -1.07
8 H 1.3530 -0.3583 1.6423  0.29
9 H -1.2998 -1.6857 0.4523  0.37
10 C 0.3094 -0.4956 -0.0636  0.84
11 S -0.5486 2.6559 0.2149  -0.19
12 C 0.5360 -0.2254 -1.4450  -1.32
13 S 1.3131 2.5199 0.9471  -0.18
14 H -1.5839 -0.1002 -0.1928  0.30
15 H -1.1730 -0.4855 1.5610  0.39
16 N 1.3731 -0.3516 0.6209  -0.22

***

C4H10O4 in the gas phase, computed with ωB97M-V/def2-TZVPD.

Computed properties:
SMILES string	CCOO[C@@H](C)OO
Kohn-Sham gap	0.38153	Eh
total energy	-459.14316	hartree
energy relative to the best compared isomer or geometry (same formula, charge and spin)	6.6840	eV
spin multiplicity	1
HOMO level	-9.60	eV
total charge	0

Each line ends with the Mulliken charge.
Cartesian coordinates (Å):
1 C -2.2442 -1.0611 1.4639  -0.97
2 H -0.8748 2.8194 -1.5369  0.33
3 O 0.0411 -1.1261 0.5938  -0.26
4 H -1.2130 -2.7601 0.6971  0.29
5 H -1.9274 -1.3313 2.4815  0.26
6 O 0.4307 -0.5072 -0.6555  -0.28
7 H -2.3030 0.0379 1.3525  0.27
8 H 2.9051 0.1464 -1.6448  0.30
9 C 2.6117 0.6215 -0.6930  -1.21
10 O 0.0221 2.8127 -1.1340  -0.38
11 H 2.9712 -0.0208 0.1136  0.34
12 H -1.6550 -1.6838 -0.5172  0.34
13 H 0.8589 1.2026 0.4608  0.38
14 C -1.2826 -1.6948 0.4795  -0.26
15 C 1.1015 0.7708 -0.5177  0.39
16 H -3.2510 -1.4538 1.2801  0.34
17 H 3.0743 1.6049 -0.6244  0.35
18 O 0.7344 1.6229 -1.5991  -0.23

***

A molecular structure, C10H42N2O11, computed with ωB97M-V/def2-TZVPD.

Computed properties:
Kohn-Sham gap	0.28111	Eh
total energy	-1342.83257	hartree
energy relative to the best compared isomer or geometry (same formula, charge and spin)	11.6574	eV
spin multiplicity	1
HOMO level	-8.27	eV
total charge	0

Each line ends with the Mulliken charge.
Cartesian coordinates (Å):
1 O 3.5442 -0.1282 -0.5728  -0.59
2 H -1.1627 -0.0640 1.7708  0.03
3 H 0.6240 3.2517 0.2797  0.48
4 H 3.7300 2.3612 4.4483  0.33
5 O -2.8053 -2.0273 0.7780  -0.85
6 H 0.1886 -0.5891 -2.4901  0.41
7 H 0.0144 1.8930 -0.5322  0.31
8 C 0.9078 1.4958 1.4548  2.88
9 O 2.4705 -0.7813 1.2838  -0.45
10 H 3.3809 0.8181 -1.4120  0.36
11 O 0.2778 -3.9157 1.0801  -0.72
12 C 2.2453 1.7782 2.2368  -1.36
13 C -1.3216 -0.1626 -0.7101  0.88
14 H -5.4073 -0.8414 -1.2806  0.28
15 H -2.3616 -2.6830 0.2402  0.24
16 H 2.2300 -1.5109 1.8548  0.20
17 H -3.7776 1.3104 -0.3867  0.34
18 H 2.9360 -0.3461 0.1335  0.72
19 O 0.4416 1.4081 -2.4543  -0.60
20 H 0.2670 -3.1135 0.5580  -0.02
21 H -6.2090 0.6995 -0.8511  0.30
22 H 0.8448 0.4156 1.3231  0.02
23 N -0.2281 1.9527 2.2029  -0.80
24 H -0.6935 -1.0395 -0.8671  -1.15
25 H 0.8507 0.0962 -1.0007  0.24
26 H -0.7512 0.6210 -1.2087  0.14
27 H 4.3799 -0.5026 -0.2940  0.24
28 N -2.4780 -0.7214 -2.7453  -0.71
29 O 2.0576 1.3596 3.5386  -0.35
30 H -0.6713 -1.3806 2.3337  0.59
31 H -0.0896 -1.2859 0.6245  0.87
32 H 1.3045 -0.6965 0.6567  -1.93
33 H -3.2979 -1.1941 -0.9502  0.75
34 H 2.6403 -1.1218 -2.4041  0.28
35 O -0.9374 -0.9589 1.5167  -1.06
36 H -2.0833 0.0783 -3.2194  0.29
37 H -1.1534 1.6432 1.9420  0.23
38 H 0.3127 -1.9301 -0.6246  0.49
39 H 3.1333 1.3851 1.7419  0.53
40 O 0.0710 -2.3323 -1.4589  -0.54
41 C -2.6903 -0.3903 -1.3660  -0.41
42 H -0.0712 1.5433 3.1128  0.37
43 H -1.4260 0.1205 0.3373  0.05
44 O 0.7821 -1.3822 0.2408  -1.16
45 H -2.9594 1.6828 -1.8710  0.28
46 C 0.8862 0.1461 -2.0890  0.86
47 H 2.4023 2.8548 2.3033  0.63
48 H 1.2115 1.9806 -2.4204  0.55
49 H -6.5097 -0.0855 -2.3975  0.29
50 C -3.5609 0.9176 -1.3801  -0.75
51 H 2.3314 -0.0882 -3.8236  0.33
52 H 1.7150 2.0430 -0.5154  0.41
53 C 2.2864 -0.1458 -2.7360  -0.94
54 O 3.1483 0.9350 -2.3361  -0.79
55 C -5.7426 0.1267 -1.6527  -0.69
56 H -0.5904 -4.2976 0.9513  0.32
57 H -2.0956 -1.5261 1.1797  0.62
58 H 3.3259 -0.4967 1.6055  0.35
59 H 3.1388 0.9750 5.2566  0.29
60 O -4.6607 0.8616 -2.2458  -0.41
61 C 0.8383 2.1959 0.1140  -1.68
62 H 0.8200 -2.8836 -1.6855  0.33
63 H -3.4015 -0.6095 -3.1388  0.38
64 C 3.2802 1.3868 4.2573  -0.83
65 H 4.1180 0.8946 3.7634  0.28